Record 1
15
Properties=species:S:1:pos:R:3:mulliken_charge:R:1 method="wB97M-V/def2-TZVPD" homo_lumo_gap_ha="0.302 / 0.302" max_force_ev_per_a=4.30 e_tot_ha=-5376.478274
C -0.875 0.922 1.179 -0.5705
C 0.413 -1.241 -0.355 -1.0141
C 0.357 0.290 -2.196 -0.0783
N -0.186 1.495 0.064 -0.3404
N 0.892 -0.048 -0.969 -0.2883
Br 1.445 1.570 -3.226 -0.1255
Br -1.541 0.710 -2.353 -0.0720
H -0.510 -0.089 1.341 0.1817
H -0.719 1.512 2.108 0.3313
H -1.876 0.884 0.866 0.2520
H 0.832 -1.327 0.678 0.3387
H -0.618 -1.526 -0.431 0.3921
H 0.925 -1.980 -1.025 0.3946
H 0.219 -0.568 -2.990 0.3525
H 0.757 1.951 0.279 0.2461



Record 2
11
Properties=species:S:1:pos:R:3:mulliken_charge:R:1 method="wB97M-V/def2-TZVPD" homo_lumo_gap_ha=0.319 max_force_ev_per_a=6.53 e_tot_ha=-608.126987
C 1.547 -1.894 0.773 -0.6529
C -0.867 0.941 0.865 -0.2477
C -1.088 1.562 -0.344 -0.5275
C -1.423 2.128 -1.355 0.2172
H 2.597 -1.301 1.116 0.2439
H 0.827 -2.036 1.899 0.2389
H 1.626 -3.166 0.118 0.2530
H -1.334 1.348 1.654 0.4208
H -1.528 2.680 -2.389 0.3468
N -0.196 -0.224 0.933 -0.2835
S 0.635 -0.774 -0.535 -0.0090



Record 3
87
Properties=species:S:1:pos:R:3:mulliken_charge:R:1 method="wB97M-V/def2-TZVPD" homo_lumo_gap_ha=0.278 max_force_ev_per_a=8.06 e_tot_ha=-2583.650378
C 3.753 1.425 -2.828 -1.9996
C 3.321 0.023 -2.541 0.0086
N 2.289 -0.255 -3.558 0.3975
C 2.649 -0.936 -4.790 -0.2495
C 1.333 -1.077 -5.405 -0.5942
N 0.373 -0.670 -4.507 0.0623
C 1.000 -0.090 -3.441 -0.1241
C -1.153 -0.802 -4.620 -0.8579
H 3.982 1.585 -3.802 0.5455
H 4.518 1.691 -2.205 0.5154
H 3.061 2.123 -2.726 0.6272
H 2.999 0.101 -1.603 -0.0823
H 4.195 -0.640 -2.596 0.3571
H 3.777 -1.292 -4.882 0.3252
H 1.041 -1.522 -6.209 0.5266
H 0.649 0.528 -2.532 0.4178
H -1.431 -1.512 -5.316 0.3611
H -1.221 0.137 -5.035 0.5001
H -1.595 -0.933 -3.652 0.1617
Cl 0.190 1.611 0.016 -0.9279
N -0.897 5.031 1.447 -0.3799
C -1.948 5.799 1.746 -0.1342
C -2.158 6.204 3.097 -0.4652
C -1.390 5.629 4.049 -0.2708
C -0.417 4.739 3.770 -0.6706
C -0.240 4.412 2.425 0.0076
H -2.577 6.474 1.050 0.2293
H -2.846 6.902 3.173 0.5365
H -1.668 5.750 5.080 0.3351
H 0.218 4.280 4.621 0.2696
H 0.356 3.689 1.887 0.5940
C -1.977 0.102 4.594 -0.8914
C -3.172 -1.002 4.945 -0.7272
C -3.314 -2.067 4.035 0.4716
C -2.625 -1.912 2.813 -0.1136
C -1.739 -0.851 2.500 0.2378
C -1.363 0.151 3.396 0.2553
O -0.472 1.045 3.010 -0.2079
O -4.210 -2.976 4.287 -0.5618
H -1.817 1.016 5.001 0.5152
H -3.819 -0.734 5.828 0.3247
H -2.893 -2.669 2.147 0.4048
H -1.064 -0.758 1.643 0.0221
H -0.327 1.265 2.111 0.1121
H -4.156 -3.803 3.749 0.3410
C 6.308 2.386 1.483 -0.4758
C 5.043 3.209 1.016 -0.8517
C 3.765 2.546 0.980 0.5520
C 3.731 1.223 1.421 -0.1016
C 4.901 0.551 1.674 -0.3293
C 6.212 1.071 1.649 0.5344
O 7.245 0.198 2.037 -0.5003
O 2.712 3.314 0.639 -0.4237
H 7.407 2.908 1.438 0.1071
H 5.013 4.233 0.930 0.5453
H 2.828 0.693 1.185 0.4124
H 5.027 -0.617 1.837 0.1848
H 8.024 0.597 1.890 0.2705
H 1.933 3.047 0.370 0.0284
C -0.236 -5.370 -0.697 -0.3888
C -0.981 -4.062 -0.690 -0.7466
C -0.130 -2.979 -0.572 0.5741
C 1.316 -2.989 -0.299 -0.4422
C 1.865 -4.257 -0.199 -0.9349
C 1.241 -5.522 -0.603 0.4522
O 1.825 -6.745 -0.885 -0.5967
O -0.623 -1.773 -0.842 0.3075
H -0.819 -6.334 -0.926 0.1783
H -2.067 -3.941 -0.839 0.4850
H 1.918 -2.142 -0.320 0.6531
H 2.929 -4.330 -0.019 0.3700
H 1.479 -7.681 -1.092 0.3585
H 0.027 -0.977 -0.585 -0.1742
C -4.402 -0.311 -2.803 -0.0058
C -5.559 -1.224 -2.708 -0.9985
C -5.770 -1.729 -1.458 0.9224
C -4.906 -1.501 -0.321 -0.7322
C -3.879 -0.591 -0.547 0.2045
C -3.577 0.110 -1.685 -0.1765
O -2.631 1.016 -1.894 -0.6118
O -6.894 -2.530 -1.163 -0.5736
H -4.196 0.264 -3.784 0.3213
H -6.276 -1.454 -3.509 0.3872
H -4.960 -1.664 0.796 0.3128
H -3.387 -0.311 0.393 0.2330
H -1.759 1.060 -1.249 0.1623
H -6.914 -2.604 -0.217 0.3024



Record 4
83
Properties=species:S:1:pos:R:3:mulliken_charge:R:1 method="wB97M-V/def2-TZVPD" homo_lumo_gap_ha=0.283 max_force_ev_per_a=3.16 e_tot_ha=-3292.278212
Sn -0.391 -2.262 5.704 0.6965
C -1.182 1.887 3.857 -0.6752
C -1.534 1.035 2.891 -0.4125
C -0.965 0.945 1.508 -0.5542
C 0.298 0.076 1.318 -0.0149
C 1.447 0.297 2.258 -0.6439
C 1.697 1.387 2.994 -0.2648
C 1.036 2.722 2.833 -0.9651
C -0.158 2.967 3.784 -0.6447
C 1.722 -2.005 5.282 -1.1325
H -1.692 1.821 4.822 0.3716
H -2.320 0.296 3.099 0.4446
H -0.799 1.943 1.092 0.2466
H -1.745 0.473 0.893 0.5268
H 0.012 -0.986 1.414 0.3363
H 0.635 0.215 0.275 -0.1517
H 2.110 -0.573 2.350 0.6199
H 2.562 1.388 3.668 0.4032
H 0.728 2.913 1.798 0.4282
H 1.778 3.492 3.089 0.4205
H 0.219 3.116 4.807 0.2764
H -0.625 3.919 3.486 0.3484
H 2.235 -1.727 6.206 0.2594
H 1.811 -1.206 4.535 0.0995
H 2.106 -2.960 4.906 0.4657
P 1.303 -1.185 -3.929 -0.0704
P -1.750 -0.713 -3.579 -0.2266
N 2.750 -0.181 -3.878 0.3409
N 2.061 -2.439 -4.954 0.3223
N -1.987 1.016 -3.345 0.4380
N -3.429 -1.043 -4.022 0.3439
C 0.440 -0.264 -5.291 -0.6422
C -1.064 -0.585 -5.310 -1.0366
C 3.169 0.440 -2.691 -0.3727
C 4.221 1.295 -2.987 -0.6145
C 4.461 1.212 -4.401 -0.6329
C 3.537 0.314 -4.924 -0.1341
C 2.223 -3.749 -4.483 -0.4427
C 2.710 -4.544 -5.514 -0.5943
C 2.864 -3.703 -6.667 -0.7824
C 2.457 -2.424 -6.294 -0.0801
C -1.786 1.611 -2.093 -0.3599
C -1.915 2.986 -2.224 -0.3892
C -2.198 3.260 -3.602 -1.1282
C -2.233 2.039 -4.264 -0.1059
C -4.338 -0.336 -4.820 -0.1014
C -5.446 -1.139 -5.056 -0.5959
C -5.211 -2.396 -4.402 -0.5556
C -3.974 -2.318 -3.785 -0.4130
H 0.876 -0.509 -6.268 0.4376
H 0.596 0.812 -5.127 0.4789
H -1.603 0.158 -5.916 0.4153
H -1.240 -1.569 -5.774 0.5119
H 2.668 0.200 -1.767 0.3572
H 4.755 1.909 -2.279 0.4178
H 5.219 1.741 -4.959 0.4312
H 3.380 -0.009 -5.941 0.2155
H 1.970 -3.978 -3.459 0.4051
H 2.928 -5.601 -5.453 0.3985
H 3.224 -3.996 -7.643 0.4289
H 2.419 -1.523 -6.888 0.3147
H -1.584 0.983 -1.237 0.1841
H -1.817 3.711 -1.429 0.4534
H -2.360 4.226 -4.057 0.4395
H -2.419 1.831 -5.307 0.4259
H -4.130 0.672 -5.144 0.2432
H -6.321 -0.864 -5.629 0.4319
H -5.871 -3.250 -4.392 0.4065
H -3.409 -3.031 -3.204 0.3555
F 2.065 -0.696 8.191 -0.2455
C 1.226 0.366 8.343 0.4684
F 1.196 0.683 9.668 -0.2522
F 1.787 1.397 7.668 -0.2165
C -0.203 0.034 7.787 1.2754
O -0.180 -0.257 6.444 -0.6151
C -0.770 -1.180 8.584 0.1882
F -0.769 -1.095 9.922 -0.2088
F -2.048 -1.441 8.167 -0.2247
F -0.035 -2.328 8.264 -0.2328
C -1.131 1.282 8.061 0.3944
F -1.420 1.399 9.393 -0.2583
F -0.554 2.437 7.644 -0.2318
F -2.294 1.157 7.380 -0.2436



Computed values of energy relative to the best compared isomer or geometry (same formula, charge and spin) (unit: kcal per mole) for the preceding records, in sequence: 54.7; 140.4; 24.8; 0.0.